(1)
The following is a quantum chemistry calculation of a structure of composition C30H34B2F4NP2Yb at a distorted geometry, from the Open Molecules 2025 dataset.

Atoms and positions in Å:
Yb1 1.76042 2.44787 -0.04491
B1 3.00361 3.42801 4.52093
C1 2.55885 2.88557 3.16158
N1 2.28678 2.45300 2.12408
H1 2.65089 4.62325 4.58915
H2 4.24250 3.29191 4.67851
H3 2.56874 2.62202 5.41957
C2 5.50023 1.83481 0.70651
C3 5.06253 2.03431 -0.78393
C4 6.33375 1.87966 -1.57659
C5 3.96056 1.11255 -1.12304
H4 6.32445 2.42537 1.13348
H5 5.91257 0.79473 0.69352
H6 4.73938 1.88279 1.45485
H7 4.77749 3.07559 -0.94313
H8 6.65960 0.83371 -1.75611
H9 7.23072 2.52459 -1.17995
H10 6.25005 2.34384 -2.56041
H11 3.58740 0.35555 -0.45733
H12 3.71760 0.87737 -2.18104
F1 0.43133 5.58951 -1.80595
B2 0.90224 4.44159 -1.32192
F2 0.90369 3.31288 -2.21512
F3 0.19453 3.97631 -0.04380
F4 2.30502 4.47962 -0.86111
C6 -1.98948 0.74378 0.61653
P1 -0.22313 0.26634 0.19821
C7 0.05667 -1.34992 1.02995
C8 -0.47746 -2.54613 0.51183
C9 -0.39739 -3.71095 1.24903
C10 0.36300 -3.75861 2.42197
C11 1.00977 -2.59940 2.84637
C12 0.80807 -1.38344 2.20701
C13 -0.08175 -0.09036 -1.62029
C14 -0.44436 0.87116 -2.58741
C15 0.07361 0.74444 -3.88903
C16 0.70423 -0.43438 -4.28783
C17 0.93830 -1.41304 -3.36160
C18 0.74325 -1.16600 -1.98955
P2 -3.62953 0.31745 -0.09156
C19 -4.37011 -0.42226 1.39268
C20 -5.65309 -0.15042 1.90282
C21 -6.04472 -0.74357 3.10302
C22 -5.35319 -1.86371 3.53206
C23 -4.08578 -2.13565 3.02243
C24 -3.53814 -1.31555 2.05657
C25 -3.48728 -0.93545 -1.33567
C26 -3.60858 -2.29263 -0.97225
C27 -3.48445 -3.25536 -1.98097
C28 -3.36270 -2.90646 -3.32600
C29 -3.29685 -1.58542 -3.66988
C30 -3.43991 -0.59665 -2.67881
H13 -1.89483 1.86404 0.54570
H14 -2.13371 0.66567 1.70292
H15 -0.92000 -2.55446 -0.47703
H16 -1.00121 -4.58951 0.98095
H17 0.46715 -4.65537 3.02059
H18 1.62608 -2.64430 3.70560
H19 1.24866 -0.49593 2.59594
H20 -0.88411 1.80222 -2.33886
H21 -0.00645 1.58152 -4.61521
H22 1.16154 -0.48589 -5.28967
H23 1.51376 -2.34030 -3.62769
H24 1.26214 -1.82024 -1.24632
H25 -6.31610 0.46312 1.31103
H26 -6.86828 -0.37181 3.69210
H27 -5.85060 -2.51652 4.20383
H28 -3.51299 -2.99489 3.44068
H29 -2.47580 -1.33821 1.85191
H30 -3.72618 -2.61650 0.02699
H31 -3.50779 -4.31171 -1.67148
H32 -3.25595 -3.69058 -4.11414
H33 -3.07614 -1.22597 -4.69135
H34 -3.44316 0.46142 -2.93397

The value obtained for the relative energy (zero: lowest compared OMol25 entry of this formula, charge and spin) is 2.994 eV. The spin multiplicity is 2. Its charge is 0. The expectation value of S² is 0.76. The calculation puts the largest force on an atom at 2.9 eV Å⁻¹. The calculation puts the frontier orbital gap (spin up / spin down) at 8.1 / 6.4 eV.

Here are the Mulliken charges for atoms 1 to 2, given in e: atom 1 (Yb): 1.40, atom 2 (B): 0.05

=====

(2)
The following is a quantum chemistry calculation of a structure of composition C30H34ClIIrNO4S2 at a distorted geometry, from the Open Molecules 2025 dataset.

Atoms and positions in Å:
Ir1 1.30758 -0.10897 0.63966
Cl1 4.47471 5.69593 -0.66393
C1 4.27285 4.02863 -0.28338
C2 5.28112 3.11652 -0.24726
C3 5.08078 1.78039 -0.08536
I1 6.61879 0.40511 0.04835
C4 3.76805 1.39936 0.26454
O1 3.37341 0.11593 0.34491
C5 2.71681 2.37137 0.33674
N1 1.43609 1.87695 0.64067
C6 0.43166 2.75753 0.75464
C7 0.65873 4.11722 0.44139
C8 1.87408 4.62833 0.12764
C9 2.95121 3.73297 0.05295
H1 6.31567 3.43579 -0.39874
H2 -0.57847 2.28096 0.88881
H3 -0.21868 4.71038 0.24423
H4 2.00531 5.67449 -0.01633
O2 -0.72775 -0.22603 0.83433
S1 -1.51170 -0.73667 -0.42570
C10 -2.65287 0.61939 -0.88573
C11 -2.42107 1.15554 -2.25464
C12 -2.38612 0.49801 -3.44739
C13 -2.10954 1.20123 -4.65240
C14 -1.94450 2.55519 -4.60338
C15 -1.95644 3.26203 -3.42733
C16 -2.34088 2.56918 -2.25119
C17 -2.58213 -2.04075 0.32927
C18 -3.43609 -1.55829 1.41858
C19 -4.70951 -1.08966 1.18755
C20 -5.55260 -0.78738 2.23930
C21 -5.24319 -0.99022 3.56268
C22 -3.99251 -1.61512 3.82944
C23 -3.13007 -1.83122 2.79375
H5 -2.56085 1.46651 -0.18844
H6 -3.67779 0.28551 -0.82811
H7 -2.56915 -0.59912 -3.42825
H8 -1.95250 0.61431 -5.57572
H9 -1.57849 2.98649 -5.55462
H10 -1.77496 4.34285 -3.37801
H11 -2.63990 3.14116 -1.35360
H12 -1.94388 -2.92545 0.55164
H13 -3.22036 -2.46623 -0.50389
H14 -5.18704 -0.94461 0.18397
H15 -6.51465 -0.32924 1.94287
H16 -5.85499 -0.67252 4.37857
H17 -3.62144 -1.70544 4.83842
H18 -2.14427 -2.18973 2.94040
C24 3.80423 -0.50757 3.52635
O3 2.37505 -0.58128 3.41246
C25 1.36144 -0.26438 2.61431
C26 0.11776 -0.27827 3.43384
H19 4.08145 0.46732 3.93997
H20 4.27088 -0.73781 2.58151
H21 4.06031 -1.25998 4.27462
H22 -0.30630 -1.25761 3.64275
H23 -0.68126 0.34845 3.06160
H24 0.36284 0.13625 4.42672
C27 0.51248 -4.97660 -0.14027
C28 1.65670 -4.51594 -1.09766
S2 2.07997 -2.77977 -0.95917
O4 1.45322 -2.23295 0.42891
C29 1.15998 -1.93754 -2.27820
C30 1.92289 -1.40301 -3.53055
H25 0.59285 -6.05835 -0.17780
H26 -0.43130 -4.58998 -0.53263
H27 0.72965 -4.56041 0.88935
H28 1.20251 -4.58933 -2.10619
H29 2.56330 -5.13670 -0.91118
H30 0.75874 -1.03854 -1.70341
H31 0.27844 -2.53403 -2.66759
H32 2.08286 -2.18939 -4.25704
H33 2.80902 -0.90874 -3.16740
H34 1.34978 -0.62243 -4.06518

The value obtained for the relative energy (zero: lowest compared OMol25 entry of this formula, charge and spin) is 1.350 eV. The spin multiplicity is 6. Its charge is +1. The expectation value of S² is 8.81. The calculation puts the largest force on an atom at 4.1 eV Å⁻¹. The calculation puts the frontier orbital gap (spin up / spin down) at 5.4 / 6.5 eV.

Here are the Mulliken charges for atoms 1 to 2, given in e: atom 1 (Ir): 2.26, atom 2 (Cl): -0.21

=====

(3)
The following is a quantum chemistry calculation of a cluster of 6 separate species, C30H34F2O6 in total at a distorted geometry, from the Open Molecules 2025 dataset.

Atoms and positions in Å:
C1 -26.76109 -10.64597 -11.47440
O1 -27.78302 -11.63568 -11.18626
C2 -27.44396 -12.95194 -11.25988
O2 -26.41383 -13.42945 -11.55587
O3 -28.51938 -13.70237 -10.97161
C3 -29.83800 -13.27063 -10.69119
H1 -26.11613 -10.75438 -12.34639
H2 -26.10578 -10.40288 -10.63800
H3 -27.23809 -9.67698 -11.62145
H4 -30.37210 -13.99700 -10.07864
H5 -30.37568 -13.21341 -11.63762
H6 -29.78758 -12.28528 -10.22791
C4 -25.01208 -5.74045 -13.54667
O4 -26.39996 -5.96301 -13.75755
C5 -26.91968 -7.21650 -13.59456
O5 -26.25771 -8.21739 -13.26627
O6 -28.23086 -7.23740 -13.97640
C6 -28.92444 -8.45498 -14.22739
H7 -24.98197 -4.75264 -13.08688
H8 -24.41176 -5.83476 -14.45156
H9 -24.61994 -6.46366 -12.83162
H10 -29.99490 -8.43844 -14.43216
H11 -28.77690 -9.15623 -13.40607
H12 -28.53676 -8.85733 -15.16330
F1 -23.40101 -7.23875 -18.91247
C7 -23.05558 -7.50657 -17.67991
C8 -23.78033 -8.33060 -16.90772
C9 -23.34981 -8.56466 -15.62740
C10 -22.21417 -7.95268 -15.06164
C11 -21.47772 -7.06773 -15.90051
C12 -21.89646 -6.83995 -17.17807
H13 -24.58779 -8.90726 -17.33419
H14 -23.90449 -9.29685 -15.05940
H15 -21.88616 -8.22294 -14.06879
H16 -20.58983 -6.54563 -15.57577
H17 -21.32603 -6.16269 -17.79640
F2 -21.01619 -9.87848 -11.87141
C13 -21.89903 -9.24659 -11.08233
C14 -21.49094 -8.86307 -9.82507
C15 -22.43381 -8.37603 -8.93589
C16 -23.74992 -8.06222 -9.39896
C17 -24.06963 -8.40165 -10.73627
C18 -23.24375 -9.07687 -11.54082
H18 -20.51622 -9.14814 -9.45757
H19 -22.06196 -8.12148 -7.95439
H20 -24.42491 -7.54249 -8.73513
H21 -25.12338 -8.31343 -10.95588
H22 -23.47918 -9.47099 -12.51839
C19 -15.96410 -13.05639 -10.92206
C20 -16.63371 -11.97379 -11.49965
C21 -17.93162 -11.64993 -11.09886
C22 -18.62136 -12.45707 -10.24405
C23 -17.98458 -13.60877 -9.75029
C24 -16.67665 -13.89962 -10.05951
H23 -14.93354 -13.18840 -11.21687
H24 -16.02301 -11.33336 -12.11877
H25 -18.33467 -10.75086 -11.54113
H26 -19.62392 -12.18232 -9.95115
H27 -18.47079 -14.15276 -8.95400
H28 -16.15943 -14.77919 -9.70561
C25 -29.10941 -5.51679 -8.87214
C26 -28.32338 -5.11978 -7.81678
C27 -26.90706 -4.95750 -7.91550
C28 -26.31972 -5.33096 -9.14093
C29 -27.13375 -5.82367 -10.20684
C30 -28.50388 -5.80072 -10.06412
H29 -30.18627 -5.55404 -8.79877
H30 -28.71779 -4.69655 -6.90479
H31 -26.44286 -4.36453 -7.14136
H32 -25.30253 -5.04206 -9.36064
H33 -26.73459 -6.16728 -11.14972
H34 -29.16562 -6.12243 -10.85468

The spin multiplicity is 2. Its charge is +1. The expectation value of S² is 0.77. The calculation puts the largest force on an atom at 3.3 eV Å⁻¹. The calculation puts the frontier orbital gap (spin up / spin down) at 6.9 / 2.8 eV.

Here are the Mulliken charges for atoms 1 to 2, given in e: atom 1 (C): -0.75, atom 2 (O): -0.34